(1)
This record from the Open Molecules 2025 dataset describes a cluster of 12 separate species, C34H97N5O19 in total at a distorted geometry. The level of theory is the ωB97M-V functional and the def2-TZVPD basis.

Computed properties:
Largest force on an atom ... 2.99 eV/A
DFT total energy ... -83176.753 eV
Orbital gap ... 9.06 eV
SMILES string ... COC[C@H](C)N.COC[C@H](C)N.COC[C@H](C)N.COC[C@H](C)N.COC[C@H](C)N.OCCO.OCCO.OCCO.OCCO.OCCO.OCCO.OCCO
Energy above the lowest of the compared OMol25 structures with the same formula, charge and spin ... 215.23 kJ/mol

CARTESIAN COORDINATES (ANGSTROEM)
C: -1.52 0.67 -4.20
C: -2.79 0.40 -5.14
O: -2.35 -0.04 -6.40
O: -0.94 -0.57 -3.89
H: -1.76 1.20 -3.27
H: -0.82 1.31 -4.73
H: -3.40 1.30 -5.19
H: -3.41 -0.34 -4.64
H: -3.09 -0.19 -6.99
H: -0.15 -0.59 -4.44
C: 3.76 -3.55 1.38
C: 3.53 -4.95 1.90
O: 2.13 -5.15 2.10
O: 3.45 -2.50 2.33
H: 3.22 -3.41 0.45
H: 4.82 -3.48 1.11
H: 3.95 -5.07 2.90
H: 4.04 -5.69 1.28
H: 1.63 -4.36 2.30
H: 2.57 -2.67 2.67
C: 4.33 1.11 1.81
C: 3.71 1.02 3.24
O: 4.36 1.83 4.21
O: 4.32 2.46 1.40
H: 3.82 0.38 1.17
H: 5.37 0.82 1.94
H: 3.63 -0.04 3.50
H: 2.71 1.44 3.13
H: 4.41 2.73 3.87
H: 4.42 2.55 0.45
C: 2.82 0.09 -5.39
C: 2.99 0.29 -3.90
O: 3.18 -0.93 -3.19
O: 1.54 -0.46 -5.79
H: 3.64 -0.38 -5.93
H: 2.73 1.07 -5.86
H: 2.14 0.82 -3.46
H: 3.91 0.86 -3.76
H: 2.30 -1.28 -3.02
H: 1.71 -1.35 -6.10
C: 0.40 -3.63 -2.25
C: -0.23 -3.96 -3.64
O: -1.41 -3.23 -3.85
O: 0.82 -2.30 -2.22
H: 1.30 -4.21 -2.05
H: -0.34 -3.76 -1.46
H: -0.40 -5.03 -3.74
H: 0.41 -3.68 -4.48
H: -1.20 -2.29 -3.82
H: 0.56 -1.89 -1.39
C: 1.04 -0.70 5.48
C: 2.10 -1.70 5.67
O: 2.31 -2.08 7.02
O: 0.95 -0.14 4.18
H: 1.13 0.15 6.15
H: 0.04 -1.03 5.78
H: 3.08 -1.46 5.27
H: 1.76 -2.62 5.19
H: 3.08 -2.65 7.03
H: 0.46 0.68 4.28
C: 0.82 -0.46 0.75
C: 0.77 0.77 -0.16
O: -0.56 1.32 -0.11
O: 0.02 -1.52 0.28
H: 0.48 -0.10 1.72
H: 1.88 -0.64 0.93
H: 1.15 0.44 -1.13
H: 1.39 1.57 0.23
H: -0.49 2.05 -0.73
H: -0.88 -1.24 0.09
C: -0.40 -4.22 4.89
C: -0.78 -3.78 3.47
C: -2.17 -3.22 3.51
O: -3.21 -3.98 4.11
C: -3.66 -5.08 3.30
N: 0.20 -2.78 2.98
H: -1.15 -4.93 5.23
H: -0.38 -3.42 5.62
H: 0.62 -4.60 4.96
H: -0.77 -4.67 2.84
H: -2.36 -2.88 2.49
H: -2.18 -2.27 4.05
H: -4.67 -5.39 3.60
H: -3.00 -5.92 3.51
H: -3.69 -4.91 2.23
H: 0.08 -1.91 3.48
H: -0.04 -2.53 2.03
C: -1.53 4.89 -0.65
C: -1.43 3.92 -1.81
C: -2.02 4.56 -3.12
O: -2.05 3.72 -4.27
C: -2.80 4.31 -5.28
N: -0.13 3.40 -1.94
H: -1.22 4.51 0.33
H: -2.56 5.19 -0.48
H: -0.91 5.77 -0.82
H: -2.04 3.11 -1.41
H: -1.41 5.42 -3.37
H: -3.04 4.91 -2.97
H: -2.71 5.40 -5.33
H: -3.82 3.93 -5.21
H: -2.41 3.97 -6.24
H: -0.18 2.93 -2.84
H: 0.54 4.12 -2.14
C: 6.13 3.04 -1.30
C: 4.70 3.51 -1.52
C: 4.40 4.06 -2.93
O: 3.00 4.33 -2.93
C: 2.52 5.16 -4.05
N: 3.95 2.27 -1.40
H: 6.46 2.29 -2.00
H: 6.32 2.64 -0.30
H: 6.79 3.91 -1.39
H: 4.37 4.20 -0.74
H: 4.47 3.23 -3.63
H: 5.01 4.89 -3.29
H: 2.90 6.14 -3.76
H: 1.44 5.22 -4.12
H: 2.91 5.01 -5.05
H: 4.34 1.75 -2.18
H: 3.08 2.62 -1.78
C: -1.49 2.05 2.77
C: -1.82 2.20 4.26
C: -2.84 1.15 4.67
O: -4.09 1.53 4.03
C: -5.01 0.47 4.12
N: -0.56 2.10 4.94
H: -0.58 2.57 2.47
H: -2.34 2.45 2.22
H: -1.34 1.02 2.47
H: -2.21 3.20 4.44
H: -3.01 1.12 5.75
H: -2.46 0.16 4.40
H: -5.97 0.84 3.75
H: -5.19 0.14 5.14
H: -4.71 -0.43 3.58
H: -0.01 2.93 4.75
H: -0.74 2.06 5.93
C: -3.53 -0.37 0.09
C: -3.55 -1.60 -0.78
C: -4.58 -1.60 -1.96
O: -5.94 -1.83 -1.53
C: -6.28 -3.18 -1.35
N: -2.29 -1.54 -1.37
H: -4.42 -0.38 0.72
H: -3.42 0.53 -0.51
H: -2.67 -0.21 0.74
H: -3.56 -2.55 -0.24
H: -4.27 -2.26 -2.77
H: -4.58 -0.62 -2.42
H: -7.35 -3.34 -1.21
H: -5.77 -3.51 -0.45
H: -5.91 -3.92 -2.06
H: -2.22 -0.66 -1.87
H: -2.19 -2.35 -1.96

Atom charges from the Löwdin analysis, given in e for atoms 1 to 99: -0.19, -0.21, -0.04, -0.10, 0.10, 0.11, 0.10, 0.10, 0.09, 0.06, -0.22, -0.24, -0.08, -0.08, 0.11, 0.12, 0.11, 0.12, 0.03, 0.03, -0.23, -0.23, -0.06, -0.09, 0.10, 0.11, 0.09, 0.10, 0.07, 0.00, -0.21, -0.24, -0.06, -0.07, 0.13, 0.11, 0.11, 0.09, 0.03, 0.09, -0.21, -0.21, -0.09, -0.10, 0.12, 0.12, 0.11, 0.11, 0.02, 0.03, -0.25, -0.25, -0.06, -0.12, 0.12, 0.11, 0.12, 0.09, 0.09, 0.02, -0.21, -0.20, -0.09, -0.09, 0.09, 0.11, 0.11, 0.12, 0.00, 0.05, -0.04, -0.40, -0.23, -0.17, -0.09, 0.09, 0.08, 0.07, 0.08, 0.14, 0.12, 0.12, 0.08, 0.08, 0.08, 0.04, 0.05, -0.05, -0.44, -0.17, -0.21, -0.12, 0.07, 0.08, 0.08, 0.08, 0.13, 0.12, 0.13

(2)
This record from the Open Molecules 2025 dataset describes a cluster of 3 separate species, C36H58ClF4N2O12P2 in total at a distorted geometry. The level of theory is the ωB97M-V functional and the def2-TZVPD basis.

Computed properties:
Largest force on an atom ... 8.05 eV/A
DFT total energy ... -107775.925 eV
Charge ... +1
Orbital gap ... 8.51 eV

CARTESIAN COORDINATES (ANGSTROEM)
C: 2.34 3.13 1.47
C: 1.38 4.20 0.74
C: 0.35 3.55 -0.31
C: 1.06 3.07 -1.70
C: 1.57 1.56 -1.44
C: 1.28 0.54 -2.64
C: -0.29 0.21 -2.85
C: -0.98 -0.49 -1.59
C: -0.30 -1.84 -0.95
C: 0.88 -1.70 0.10
C: 2.39 -1.75 -0.36
C: 2.84 -2.87 -1.40
F: 4.30 -2.78 -1.49
C: -0.41 -3.07 -1.97
C: -0.05 -4.51 -1.33
C: 0.44 -5.56 -2.42
F: 1.13 -5.21 -3.61
C: 0.11 -6.93 -2.18
F: 0.70 -7.95 -2.96
F: -0.77 -7.35 -1.15
C: -1.55 -2.18 0.07
O: -1.62 -1.38 1.30
C: -1.97 -2.19 2.45
C: -1.84 -1.20 3.73
C: -0.30 -0.68 3.84
O: -2.15 -1.85 4.98
C: -2.87 -1.65 -0.71
P: -4.02 -3.06 -1.26
O: -5.65 -2.56 -0.93
Cl: -3.80 -4.79 -0.07
N: -2.53 -0.50 -1.61
C: -2.80 0.82 -0.87
O: -4.18 1.22 -0.94
C: -4.80 1.31 0.34
C: -4.36 2.17 1.54
C: -5.12 2.11 2.88
C: -6.37 1.21 3.07
C: -6.88 0.37 1.87
C: -6.10 0.44 0.54
P: -3.37 -0.27 -3.17
N: -2.79 -1.20 -4.36
O: -5.03 -0.60 -3.11
O: -3.23 1.34 -3.77
H: 3.31 3.01 0.86
H: 1.83 2.10 1.64
H: 2.59 3.51 2.53
H: 2.06 4.94 0.17
H: 0.82 4.84 1.52
H: -0.21 2.70 0.21
H: -0.44 4.34 -0.60
H: 1.93 3.77 -1.95
H: 0.29 3.13 -2.55
H: 1.19 1.19 -0.42
H: 2.72 1.61 -1.32
H: 1.57 1.12 -3.61
H: 1.92 -0.40 -2.65
H: -0.78 1.25 -2.94
H: -0.34 -0.39 -3.82
H: -0.68 0.25 -0.75
H: 0.73 -2.50 0.92
H: 0.74 -0.69 0.65
H: 3.03 -1.94 0.59
H: 2.82 -0.75 -0.76
H: 2.65 -3.94 -1.00
H: 2.46 -2.74 -2.46
H: -1.43 -3.20 -2.47
H: 0.34 -2.92 -2.84
H: 0.63 -4.42 -0.41
H: -1.06 -4.92 -0.92
H: -1.56 -3.23 0.52
H: -3.07 -2.48 2.39
H: -1.25 -3.05 2.66
H: -2.51 -0.26 3.61
H: -0.10 0.22 3.15
H: 0.44 -1.52 3.54
H: -0.05 -0.32 4.90
H: -2.85 -1.32 5.45
H: -3.48 -1.17 0.16
H: -6.00 -3.12 -0.19
H: -2.19 1.69 -1.32
H: -2.52 0.77 0.23
H: -3.42 2.82 1.40
H: -4.78 2.71 3.79
H: -6.93 1.13 4.07
H: -7.81 -0.29 1.96
H: -6.47 -0.18 -0.33
H: -2.03 -1.78 -3.98
H: -5.29 -0.86 -4.04
H: -3.33 1.23 -4.75
C: 5.03 2.84 -5.44
C: 4.22 4.11 -5.30
C: 4.95 5.24 -4.62
O: 3.88 6.01 -4.10
C: 2.85 5.14 -3.87
O: 1.85 5.42 -3.27
O: 3.11 3.92 -4.42
H: 5.68 2.68 -4.58
H: 4.38 1.97 -5.52
H: 5.66 2.89 -6.33
H: 3.82 4.42 -6.27
H: 5.56 5.83 -5.31
H: 5.58 4.91 -3.78
C: 4.14 -1.13 7.90
C: 3.73 -0.18 6.79
C: 2.35 -0.43 6.25
O: 2.44 0.12 4.94
C: 3.75 0.01 4.57
O: 4.16 0.21 3.47
O: 4.53 -0.37 5.63
H: 3.75 -2.14 7.74
H: 5.23 -1.21 7.96
H: 3.77 -0.78 8.87
H: 3.85 0.86 7.12
H: 1.57 0.07 6.83
H: 2.10 -1.49 6.16

Atom charges from the Löwdin analysis, given in e for atoms 1 to 99: -0.12, -0.24, -0.22, -0.17, -0.21, -0.16, -0.13, -0.17, -0.22, -0.11, -0.15, -0.15, -0.11, -0.11, -0.11, -0.11, 0.02, -0.13, 0.07, 0.05, -0.23, -0.20, -0.14, -0.34, -0.05, -0.07, -0.36, 0.68, -0.37, 0.26, -0.17, -0.17, -0.10, -0.19, 0.00, -0.06, -0.06, -0.05, 0.01, 0.73, -0.14, -0.19, -0.17, 0.08, 0.06, 0.08, 0.11, 0.11, 0.08, 0.11, 0.09, 0.11, 0.07, 0.12, 0.13, 0.09, 0.10, 0.11, 0.14, 0.13, 0.13, 0.14, 0.11, 0.13, 0.11, 0.10, 0.12, 0.12, 0.08, 0.12, 0.14, 0.15, 0.15, 0.08, 0.09, 0.08, 0.11, 0.14, 0.05, 0.17, 0.15, 0.11, 0.10, 0.10, 0.10, 0.09, -0.04, 0.11, 0.10, -0.02, -0.34, -0.10, 0.07, -0.53, 0.13, 0.07, 0.09, 0.09, 0.09

(3)
This record from the Open Molecules 2025 dataset describes a cluster of 15 separate species, C6H40O14 in total at a distorted geometry. The level of theory is the ωB97M-V functional and the def2-TZVPD basis.

Computed properties:
Largest force on an atom ... 6.28 eV/A
DFT total energy ... -35530.725 eV
Orbital gap ... 9.43 eV
Energy above the lowest of the compared OMol25 structures with the same formula, charge and spin ... 772.87 kJ/mol

CARTESIAN COORDINATES (ANGSTROEM)
C: 0.42 -4.14 0.84
C: 0.76 -3.08 -0.18
C: 0.79 -1.70 0.20
C: -0.28 -1.08 0.72
C: 2.11 -0.98 0.01
C: 2.44 -0.71 -1.43
H: 1.24 -4.17 1.49
H: 0.19 -5.10 0.30
H: -0.46 -4.19 1.37
H: 1.85 -3.54 -0.61
H: -0.01 -3.29 -0.95
H: -1.05 -1.77 0.84
H: -0.34 -0.11 1.25
H: 2.85 -1.67 0.49
H: 2.11 -0.07 0.54
H: 3.53 -0.20 -1.78
H: 1.76 -0.27 -2.00
H: 2.49 -1.71 -1.92
H: -3.49 -0.36 -0.25
H: -3.63 -0.03 1.12
O: -3.65 -0.76 0.56
H: -3.02 3.04 0.88
H: -2.73 3.88 -0.44
O: -3.40 3.65 0.18
H: -1.04 -0.11 4.67
H: 0.29 0.52 4.90
O: -0.62 0.75 4.50
H: -2.36 -2.19 -1.90
H: -2.53 -1.74 -3.44
O: -2.90 -1.74 -2.56
H: -2.44 1.16 2.87
H: -2.01 0.93 1.32
O: -2.67 1.31 1.99
H: 0.53 -0.75 -4.97
H: 0.31 -2.20 -4.63
O: -0.18 -1.40 -4.91
H: 1.52 1.53 -4.37
H: 2.36 0.56 -3.71
O: 1.82 0.68 -4.40
H: 0.64 -0.27 2.32
H: 1.18 -1.50 3.25
O: 0.77 -0.65 3.29
H: -0.37 4.01 -1.84
H: 1.24 4.08 -1.98
O: 0.39 4.20 -2.43
H: -2.08 3.26 3.21
H: -0.72 2.96 2.54
O: -1.35 3.61 2.70
H: 2.61 -1.39 4.02
H: 3.28 -1.02 2.68
O: 3.45 -1.19 3.57
H: -1.09 1.19 -1.30
H: -1.11 2.62 -0.59
O: -1.23 1.56 -0.40
H: -1.23 1.21 -3.94
H: -2.60 1.83 -3.50
O: -1.72 1.49 -3.26
H: 2.78 1.61 2.42
H: 3.65 1.90 1.06
O: 2.96 1.52 1.55

For each atom in turn, the Löwdin charge in e is: -0.11, -0.25, -0.33, 0.05, -0.22, -0.09, 0.06, 0.10, 0.04, 0.18, 0.11, 0.06, 0.06, 0.13, 0.04, 0.15, -0.01, 0.08, -0.01, -0.03, -0.01, 0.02, -0.02, -0.07, 0.04, 0.08, -0.12, 0.03, 0.01, -0.05, 0.00, 0.05, -0.06, -0.01, 0.05, -0.07, 0.02, -0.05, 0.06, 0.07, 0.02, -0.12, 0.03, 0.04, -0.07, 0.03, -0.01, -0.02, 0.02, -0.03, -0.03, 0.02, 0.11, -0.11, -0.04, 0.08, 0.01, -0.01, 0.04, 0.02

(4)
This record from the Open Molecules 2025 dataset describes a structure of composition CH14MnO10P at a distorted geometry. The level of theory is the ωB97M-V functional and the def2-TZVPD basis.

Computed properties:
Largest force on an atom ... 6.07 eV/A
DFT total energy ... -62351.159 eV
Charge ... -1
Multiplicity ... 6
Orbital gap (spin up / spin down) ... 4.08 / 4.16 eV
<S²> ... 8.76
Energy above the lowest of the compared OMol25 structures with the same formula, charge and spin ... 211.12 kJ/mol

CARTESIAN COORDINATES (ANGSTROEM)
O: 2.64 -2.20 -1.27
H: 2.09 -1.66 -0.58
H: 2.82 -1.61 -2.02
H: 3.46 -2.51 -0.86
Mn: -0.37 -0.06 -0.23
C: -2.89 1.98 -0.80
O: -2.30 0.73 -0.63
H: -3.52 2.02 -1.70
H: -3.60 2.29 -0.02
H: -2.12 2.75 -0.86
P: 1.71 0.78 1.05
O: 1.57 -0.42 0.03
O: 2.77 1.66 0.38
O: 2.18 0.26 2.39
O: 0.30 1.42 1.01
O: -1.06 -1.31 1.50
H: -0.63 -2.04 1.94
H: -1.34 -0.71 2.21
O: -0.76 0.87 3.33
H: -0.18 1.02 2.53
H: -0.35 1.37 4.04
O: -0.61 -1.89 -1.15
H: -1.29 -1.88 -1.85
H: -0.54 -2.82 -0.90
O: 0.47 0.62 -2.19
H: 1.37 0.33 -2.34
H: 0.18 0.99 -3.03

For each atom in turn, the Löwdin charge in e is: 0.23, 0.06, 0.15, 0.16, 0.74, -0.33, -0.43, 0.03, 0.05, 0.05, -0.08, -0.46, -0.45, -0.42, -0.40, -0.07, 0.07, 0.05, -0.13, -0.02, 0.02, -0.07, 0.09, 0.08, -0.05, 0.05, 0.08